Record 1
Here is a single C5H12O molecule from OMol25. Energies are from ωB97M-V/def2-TZVPD.

Last column: Löwdin charge in e.
CARTESIAN COORDINATES (ANGSTROEM)
C1 -0.33456 -1.54394 0.15282  -0.0797
C2 0.49405 -0.41987 -0.47473  -0.4510
C3 1.99253 -0.71528 -0.37017  -0.0919
C4 0.15784 0.94298 0.14602  -0.1762
C5 -1.30056 1.38268 -0.01826  -0.2683
O1 -1.98094 1.14555 1.20990  -0.0792
H1 -1.38690 -1.48663 -0.14437  0.0735
H2 -0.30285 -1.48518 1.24697  0.0855
H3 0.04688 -2.52734 -0.14639  0.0747
H4 0.24668 -0.36732 -1.54671  0.1323
H5 2.31372 -0.79858 0.67564  0.0823
H6 2.59089 0.07503 -0.83925  0.0742
H7 2.24101 -1.66065 -0.86729  0.0745
H8 0.36229 0.91761 1.22557  0.1233
H9 0.82293 1.70276 -0.28410  0.1120
H10 -1.76972 0.81163 -0.84270  0.1150
H11 -1.34780 2.45312 -0.28602  0.1137
H12 -2.84548 1.57342 1.16306  0.0851

The calculation puts the LUMO energy at 1.0 eV. The calculation puts the relative energy (zero: lowest compared OMol25 entry of this formula, charge and spin) at 32.7 kJ/mol. The HOMO energy comes out at -0.37579 Eh. The value obtained for the max |F| is 0.008 Eh/bohr. The SMILES is CC(C)CCO.

Record 2
Here is a 6-piece molecular cluster, C39H83BrN4O13S overall from OMol25. Energies are from ωB97M-V/def2-TZVPD.

Last column: Löwdin charge in e.
CARTESIAN COORDINATES (ANGSTROEM)
C1 2.31377 -2.06713 7.00703  -0.1037
O1 1.99634 -2.59000 5.74202  -0.1722
C2 0.61606 -2.50806 5.44328  -0.1686
C3 0.25207 -1.16654 4.79383  -0.1282
C4 -1.12067 -0.65658 5.21670  -0.4327
O2 -1.53824 -0.61847 6.32825  0.1374
N1 -1.84760 -0.27577 4.06780  0.1136
C5 -1.26351 -1.07228 2.97290  -0.2467
C6 -1.88734 -2.47873 3.04444  -0.1971
N2 -3.33705 -2.40434 3.35268  0.0144
C7 0.25224 -1.02228 3.25893  -0.3411
C8 0.79655 0.33824 2.77187  -0.1111
C9 0.77255 1.56375 3.71329  -0.2677
C10 2.19245 2.02616 3.98258  -0.6092
Br1 2.23436 3.80516 4.72988  0.6710
C11 1.01879 -2.14204 2.53902  -0.1264
C12 1.09346 -1.92027 1.04292  -0.1894
C13 1.96258 -2.94592 0.28184  -0.1668
C14 3.03649 -2.23390 -0.54813  -0.2095
C15 2.51073 -1.67503 -1.87067  -0.2264
C16 1.62003 -0.43879 -1.77337  -0.2374
C17 2.28321 0.89960 -1.37446  -0.4095
S1 4.10590 0.92052 -1.38430  1.0068
C18 4.36822 1.90520 0.02347  -0.6979
N3 5.29972 1.79251 0.92147  0.0560
N4 5.08368 2.83010 1.83349  0.0659
C19 4.02225 3.46043 1.41318  -0.2062
O3 3.50894 2.93636 0.26208  -0.0138
H1 3.36747 -2.23872 7.19032  0.0891
H2 1.74623 -2.54850 7.80511  0.0915
H3 2.13186 -0.99100 7.06334  0.0873
H4 0.34310 -3.37498 4.85509  0.1139
H5 0.05016 -2.56518 6.37515  0.1227
H6 1.04351 -0.51193 5.15850  0.1434
H7 -1.86700 0.72182 3.91943  0.1347
H8 -1.58949 -0.66364 2.01969  0.1439
H9 -1.81770 -2.98367 2.08446  0.1112
H10 -1.37661 -3.12265 3.75786  0.1021
H11 -3.75561 -3.24659 2.97178  0.0720
H12 -3.44941 -2.50621 4.35443  0.0745
H13 1.84284 0.17445 2.51262  0.1143
H14 0.30407 0.59336 1.83953  0.1169
H15 0.27283 2.37757 3.18898  0.0866
H16 0.22092 1.41569 4.63412  0.0976
H17 2.71340 1.32475 4.62435  0.0718
H18 2.71972 2.09497 3.04287  0.0192
H19 0.48026 -3.07617 2.68833  0.1080
H20 1.99387 -2.29116 3.00106  0.1347
H21 0.08272 -1.97696 0.63503  0.1062
H22 1.49318 -0.94568 0.80071  0.0701
H23 1.35347 -3.57379 -0.36411  0.1061
H24 2.46853 -3.59885 0.99020  0.1081
H25 3.83754 -2.93354 -0.78328  0.1109
H26 3.48255 -1.45663 0.06670  0.0912
H27 3.31097 -1.51114 -2.58774  0.0956
H28 1.88546 -2.45364 -2.30976  0.0999
H29 1.17865 -0.28510 -2.75586  0.0994
H30 0.78873 -0.60042 -1.09997  0.0894
H31 1.98358 1.14460 -0.36038  0.0598
H32 1.93341 1.71485 -1.99457  0.0749
H33 3.54207 4.29575 1.88649  0.1100
C20 -1.05882 -2.16851 -3.75074  -0.1071
O4 -0.96831 -2.65532 -2.42236  -0.2095
C21 -2.22519 -2.69963 -1.75948  -0.1944
C22 -2.78761 -4.10191 -1.72171  -0.2062
O5 -3.11517 -4.56967 -3.01772  -0.1843
C23 -2.14408 -5.44824 -3.56108  -0.1084
H34 -0.10361 -2.35510 -4.24070  0.0848
H35 -1.84914 -2.67254 -4.31105  0.0870
H36 -1.24801 -1.08921 -3.74604  0.0896
H37 -2.93604 -2.01902 -2.23609  0.1297
H38 -2.06674 -2.35334 -0.73156  0.1116
H39 -3.70935 -4.09652 -1.13051  0.1238
H40 -2.07687 -4.77911 -1.23649  0.1259
H41 -2.18136 -6.42074 -3.05840  0.0913
H42 -1.13521 -5.03692 -3.47764  0.0791
H43 -2.37726 -5.59213 -4.61381  0.0900
C24 1.34339 -8.26424 -8.50753  -0.1103
O6 2.21652 -7.41369 -7.78704  -0.1886
C25 1.63505 -6.16842 -7.43922  -0.2065
C26 1.19542 -6.13845 -5.99328  -0.2054
O7 0.12747 -7.04034 -5.74679  -0.2019
C27 0.54229 -8.24227 -5.12223  -0.1075
H44 1.80482 -9.24933 -8.54697  0.0891
H45 0.36902 -8.34809 -8.02032  0.0833
H46 1.20504 -7.89910 -9.53085  0.0887
H47 0.78805 -5.94203 -8.09397  0.1267
H48 2.39661 -5.39722 -7.59256  0.1260
H49 0.83333 -5.13221 -5.75603  0.1192
H50 2.04229 -6.35686 -5.33594  0.1278
H51 0.80669 -8.06190 -4.07437  0.0886
H52 1.39460 -8.69059 -5.63760  0.0845
H53 -0.29662 -8.93538 -5.15659  0.0896
C28 3.88953 5.24493 -2.52661  -0.0916
O8 2.52748 5.58684 -2.32887  -0.1711
C29 2.20833 5.89156 -0.98237  -0.1992
C30 2.10712 7.38176 -0.74824  -0.2154
O9 3.36174 8.02301 -0.89901  -0.1736
C31 3.51376 8.68434 -2.14208  -0.1058
H54 4.07049 5.23402 -3.59988  0.0925
H55 4.55840 5.97315 -2.06160  0.0896
H56 4.10089 4.24870 -2.12453  0.0718
H57 2.94511 5.45365 -0.30502  0.1129
H58 1.23619 5.43332 -0.76713  0.0972
H59 1.77494 7.55583 0.28118  0.0955
H60 1.36480 7.82013 -1.42232  0.1337
H61 2.89888 9.59013 -2.17546  0.0894
H62 3.24670 8.03518 -2.97924  0.0844
H63 4.56030 8.96872 -2.23471  0.0897
C32 -7.27495 -0.05923 -0.71319  -0.1148
O10 -7.10975 -0.05323 0.69128  -0.1884
C33 -6.03883 -0.87380 1.13867  -0.2026
C34 -4.80665 -0.07243 1.47897  -0.2008
O11 -4.24325 0.54189 0.31753  -0.2029
C35 -4.56441 1.91308 0.19532  -0.1127
H64 -7.97136 0.73887 -0.96555  0.0885
H65 -6.32923 0.11877 -1.23157  0.0815
H66 -7.69646 -1.01291 -1.05046  0.0880
H67 -5.79845 -1.63121 0.38500  0.1219
H68 -6.37955 -1.39001 2.04110  0.1263
H69 -4.05646 -0.74514 1.89387  0.0793
H70 -5.03897 0.68240 2.23633  0.1309
H71 -4.01926 2.50772 0.93852  0.0742
H72 -5.63628 2.08917 0.31378  0.0859
H73 -4.26146 2.23679 -0.79994  0.0885
C36 -1.82775 4.69646 2.79403  -0.1046
O12 -0.49401 5.03638 2.46326  -0.2097
C37 -0.31603 5.36780 1.09584  -0.1907
C38 -0.22539 6.86214 0.88581  -0.2192
O13 -1.44880 7.50995 1.18744  -0.1701
C39 -1.45553 8.14196 2.45547  -0.1010
H74 -1.89662 4.66180 3.88019  0.0937
H75 -2.53901 5.43441 2.41600  0.0879
H76 -2.08685 3.70887 2.39229  0.0739
H77 -1.12490 4.94968 0.48836  0.1377
H78 0.62426 4.90891 0.76854  0.1009
H79 -0.00284 7.05783 -0.16865  0.1022
H80 0.58934 7.27757 1.48742  0.1231
H81 -0.83052 9.04118 2.44204  0.0909
H82 -1.10499 7.47032 3.24263  0.0852
H83 -2.48216 8.43314 2.66973  0.0901

The calculation puts the LUMO energy at 0.3 eV. The HOMO energy comes out at -0.33674 Eh. The value obtained for the max |F| is 0.029 Eh/bohr. The SMILES is COC[C@@H]1C(=O)N[C@H](CN)[C@]1(CCCBr)CCCCCCCSc1nnco1.COCCOC.COCCOC.COCCOC.COCCOC.COCCOC.

Record 3
Here is a 6-piece molecular cluster, C29H34N7O4P overall from OMol25. Energies are from ωB97M-V/def2-TZVPD.

Last column: Löwdin charge in e.
CARTESIAN COORDINATES (ANGSTROEM)
C1 0.93378 2.27542 0.64265  0.0291
C2 1.01356 2.62341 -0.80119  -0.4580
O1 1.85003 3.38597 -1.22921  0.0771
N1 0.13397 2.04325 -1.78443  -0.0630
C3 -0.75969 3.09403 -2.32846  0.0148
O2 -0.75278 1.12432 -1.12785  0.0060
C4 -0.62014 -0.16698 -1.45570  -0.6005
O3 -1.27932 -0.98115 -0.86057  0.1291
O4 0.19380 -0.53264 -2.48309  -0.1483
P1 1.82326 -0.42655 -2.22662  0.7111
N2 2.34714 -1.00096 -0.88055  -0.2299
H1 -0.06718 2.09902 1.00681  0.0738
H2 1.35147 3.08144 1.21994  0.0900
H3 1.50428 1.38257 0.86816  0.0740
H4 -0.23864 4.02965 -2.39864  0.0942
H5 -1.62509 3.13983 -1.68166  0.0599
H6 -1.10298 2.76407 -3.29746  0.0909
H7 2.38511 -1.12971 -3.30607  0.0133
H8 2.19610 0.91019 -2.40779  0.0095
H9 1.60438 -1.34953 -0.28370  -0.0424
C5 -5.43678 2.86807 1.55043  -0.0763
C6 -4.39129 1.98293 1.34804  -0.0613
C7 -3.32147 2.39503 0.57050  -0.1403
N3 -3.23583 3.60149 0.00203  0.0527
C8 -4.25310 4.43638 0.20828  -0.1490
C9 -5.36855 4.12255 0.96846  -0.0714
H10 -6.29137 2.58478 2.15107  0.1065
H11 -4.40271 0.99203 1.78021  0.1024
H12 -2.48452 1.73199 0.38885  0.0840
H13 -4.16157 5.40900 -0.26250  0.1048
H14 -6.16139 4.84524 1.10086  0.1019
C10 3.19985 6.10449 -0.39627  -0.0770
C11 3.18908 7.07614 0.59237  -0.0729
C12 3.76227 8.30806 0.31435  -0.1644
N4 4.32750 8.61339 -0.85089  0.0466
C13 4.33068 7.66889 -1.78906  -0.1606
C14 3.78303 6.40678 -1.61502  -0.0678
H15 2.76601 5.13367 -0.22484  0.0712
H16 2.74507 6.88483 1.55997  0.0974
H17 3.77248 9.09644 1.05944  0.0996
H18 4.79955 7.94489 -2.72743  0.1000
H19 3.81257 5.67832 -2.41368  0.1012
C15 -1.17812 -1.05260 4.40939  -0.0782
C16 0.02376 -0.47408 4.78684  -0.0725
C17 0.96658 -0.21414 3.80491  -0.1496
N5 0.78749 -0.49137 2.51315  0.0604
C18 -0.37466 -1.04409 2.17029  -0.1488
C19 -1.38531 -1.34300 3.07235  -0.0631
H20 -1.93976 -1.27275 5.14641  0.1056
H21 0.22802 -0.23104 5.82035  0.1005
H22 1.92001 0.23672 4.05860  0.1050
H23 -0.48795 -1.25325 1.11664  0.0703
H24 -2.30805 -1.79313 2.73232  0.1068
C20 -0.14728 -4.91498 1.19462  -0.0771
C21 -0.06490 -5.04916 2.56963  -0.0766
C22 -1.05329 -5.76962 3.22247  -0.1596
N6 -2.08112 -6.34222 2.60070  0.0512
C23 -2.14728 -6.19868 1.27908  -0.1575
C24 -1.21297 -5.49775 0.53129  -0.0684
H25 0.60612 -4.35914 0.64995  0.1062
H26 0.74832 -4.60219 3.12501  0.1028
H27 -1.02659 -5.89816 4.29905  0.1012
H28 -3.00018 -6.66803 0.80066  0.1011
H29 -1.31414 -5.40723 -0.54011  0.0780
C25 0.23800 -7.12776 -3.14161  -0.0799
C26 0.09724 -5.75024 -3.11359  -0.0838
C27 1.18565 -4.97116 -3.47314  -0.1556
N7 2.36219 -5.46481 -3.84754  0.0559
C28 2.48080 -6.79007 -3.86780  -0.1550
C29 1.45652 -7.66181 -3.52620  -0.0729
H30 -0.58695 -7.77377 -2.86999  0.1060
H31 -0.83422 -5.28406 -2.82325  0.0924
H32 1.10945 -3.88863 -3.46342  0.0943
H33 3.45002 -7.16794 -4.17327  0.1026
H34 1.61202 -8.73093 -3.56351  0.1004

The calculation puts the LUMO energy at 0.5 eV. The HOMO energy comes out at -0.33991 Eh. The value obtained for the max |F| is 0.037 Eh/bohr. The SMILES is CC(=O)N(C)OC(=O)O[PH2]=N.c1ccncc1.c1ccncc1.c1ccncc1.c1ccncc1.c1ccncc1.

Record 4
Here is C6H12N2 as an isolated structure from OMol25. Energies are from ωB97M-V/def2-TZVPD.

Last column: Löwdin charge in e.
CARTESIAN COORDINATES (ANGSTROEM)
C1 0.58944 1.37812 -0.39881  -0.3660
C2 -0.62136 0.72515 -0.96059  -0.0383
C3 0.39727 2.09758 0.92554  -0.0753
C4 -0.00560 -0.95415 -0.28242  -0.4573
N1 1.44999 0.05779 -0.12418  0.1053
C5 -1.63994 -1.68864 1.20693  -0.0380
C6 0.18913 -2.04761 -1.06278  -0.0657
N2 -0.56907 -1.05729 0.99810  0.0127
H1 1.15898 1.98346 -1.11396  0.1216
H2 2.03423 0.04352 0.71184  0.1213
H3 2.00162 -0.19610 -0.94014  0.1125
H4 -0.63194 0.64128 -2.04205  0.0798
H5 -1.56571 1.02728 -0.51653  0.0823
H6 1.35275 2.42580 1.34663  0.0748
H7 -0.24685 2.96180 0.78146  0.0788
H8 -0.08004 1.43645 1.64655  0.0682
H9 -2.24438 -2.14333 0.41579  0.0837
H10 -2.03953 -1.71503 2.21516  0.0641
H11 -0.23632 -3.00307 -0.79998  0.0199
H12 0.70731 -1.97302 -2.00654  0.0155

The calculation puts the LUMO energy at 1.0 eV. The calculation puts the relative energy (zero: lowest compared OMol25 entry of this formula, charge and spin) at 430.1 kJ/mol. The HOMO energy comes out at -0.23517 Eh. The value obtained for the max |F| is 0.049 Eh/bohr.